(1)
9
Properties=species:S:1:pos:R:3:forces:R:3 method="wB97M-V/def2-TZVPD" e_tot_ha=-551.69038 de_lowest_ev=3.406 smiles="N=[SiH2].O=NO" lumo_ev=-0.7 homo_lumo_gap_ev=7.84
N 2.471905 -1.120117 0.238098 -1.7674 0.5472 -0.0399
N -2.025004 -0.394644 0.269127 -1.7412 -1.2861 1.1628
O -0.986496 -0.954817 0.174709 -0.8173 2.6164 -0.6562
O -2.139824 0.935730 -0.163503 3.7168 -0.4950 -1.0433
Si 1.558651 0.130693 -0.250957 0.1417 -0.8296 -0.0149
H 1.830134 -1.871491 0.550110 0.9458 -0.1476 -0.5036
H -2.938779 1.393303 0.081861 -1.0846 -0.7947 0.6420
H 0.767465 0.568913 -1.448546 0.3627 -0.5918 -0.1536
H 1.461947 1.312427 0.549101 0.2436 0.9815 0.6067

---

(2)
32
Properties=species:S:1:pos:R:3:forces:R:3 method="wB97M-V/def2-TZVPD" e_tot_ha=-840.17406 de_lowest_ev=4.634 total_charge=-1 lumo_ev=2.9 homo_lumo_gap_ev=9.69
O -0.150000 0.759344 0.302656 1.0677 -1.9683 2.4994
H 0.344000 0.045344 -0.207344 -0.9838 -0.6431 2.7324
O -1.887000 -1.199656 0.800656 -3.7109 2.1539 4.4329
H -1.207000 -0.600656 0.629656 1.3458 3.3801 0.8656
H -1.527000 -1.717656 0.194656 1.1407 -5.5328 -4.6001
O -1.769000 -1.060656 -2.535344 -1.0958 3.6015 0.5388
H -1.393000 -0.120656 -2.239344 -0.4411 -2.8061 -1.2907
H -2.716000 -1.008656 -2.225344 1.4665 -0.3529 -0.5186
O -0.893000 -2.746656 -0.973344 0.9423 -1.4984 1.4568
H -0.038000 -2.770656 -0.436344 -1.0390 -0.0944 -1.9707
H -0.922000 -2.474656 -1.900344 0.7698 0.4184 0.5347
O 0.313000 0.916344 -1.865344 -0.1935 -0.0275 -4.0142
H 0.306000 0.816344 -0.905344 -0.5484 2.5121 -1.0274
H 1.226000 1.046344 -2.056344 1.1046 0.1418 -0.8176
O 1.310000 3.019344 0.226656 -2.7545 2.0926 -1.4288
H 0.636000 3.660344 -0.291344 2.4802 -2.2933 1.6985
H 0.698000 2.260344 0.449656 0.2887 0.2002 -0.2076
O -1.226000 1.431344 3.114656 -0.0408 0.8093 3.1362
H -1.039000 1.274344 2.221656 0.7798 -0.5342 -2.2325
H -0.396000 1.615344 3.603656 -0.7897 -0.2829 -0.9318
O 1.323000 -0.666656 2.100656 0.5797 0.1922 0.2114
H 0.743000 -0.194656 1.444656 0.0940 0.3930 0.7929
H 1.787000 0.006344 2.635656 -0.5041 -0.4604 -0.6789
O 1.374000 -2.892656 0.469656 -1.3712 -1.8767 -1.6649
H 1.599000 -2.246656 1.063656 -0.1863 3.4424 3.1106
H 2.239000 -3.199656 0.344656 1.7952 -1.5211 -1.1037
O 2.986000 1.012344 -0.742344 0.2755 0.1985 -0.2551
H 2.668000 0.168344 -0.405344 -0.1621 0.3276 0.1956
H 2.385000 1.741344 -0.461344 0.2536 -0.4296 0.1338
O -2.565000 1.363344 -0.770344 -1.1449 7.1559 1.0331
H -2.552000 0.537344 -0.988344 -2.3100 -8.4470 -2.1418
H -1.657000 1.226344 -0.599344 2.8918 1.7491 1.5114

---

(3)
46
Properties=species:S:1:pos:R:3:forces:R:3 method="wB97M-V/def2-TZVPD" e_tot_ha=-1234.93744 de_lowest_ev=2.041 smiles="CC(=O)c1ccc(OCCCC(=O)Nc2cccc(-c3nn[nH]n3)c2)cc1" lumo_ev=0.2 homo_lumo_gap_ev=9.00
C -1.372368 4.480758 3.118836 0.2898 0.1508 -0.0660
C -0.710438 3.473993 2.210425 -0.0957 0.2420 0.1752
O 0.389563 3.693901 1.736723 0.0246 0.0283 -0.0097
C -1.447607 2.227284 1.930812 0.0160 -0.4968 -0.2528
C -0.828773 1.245622 1.154553 -0.0382 0.2847 0.1678
C -1.458997 0.055983 0.853582 -0.1293 -0.3274 -0.0718
C -2.749244 -0.187819 1.321405 -0.0291 0.3299 0.1529
C -3.373799 0.789501 2.106715 -0.1030 -0.2900 -0.1011
C -2.737217 1.969999 2.409076 0.2209 0.0523 -0.0883
H -3.255189 2.695853 3.015664 -0.0545 0.0808 0.0744
H -4.369488 0.586755 2.468888 -0.1132 -0.0131 0.0403
O -3.476041 -1.308125 1.097135 -0.0840 0.2556 0.2234
C -3.006324 -2.292147 0.195861 0.1097 -0.1336 -0.4518
C -3.206065 -1.865100 -1.262692 0.0041 -0.0654 0.2646
C -2.635555 -2.893471 -2.242990 -0.0056 -0.0351 0.1468
C -1.147310 -3.146417 -2.026383 -0.5644 0.0418 -0.2024
O -0.704707 -4.223513 -1.702286 0.1427 -0.2474 0.1258
N -0.388623 -2.031982 -2.225526 0.0198 0.4652 -0.1722
C 0.961272 -1.854554 -1.879667 0.3191 -0.0077 0.1723
C 1.356516 -0.586695 -1.477127 0.1729 -0.1465 -0.0064
C 2.660737 -0.359346 -1.053760 -0.1619 -0.5267 -0.2747
C 3.592147 -1.392950 -1.087314 -0.0643 0.1997 0.0356
C 3.196249 -2.646410 -1.517530 -0.0294 0.0455 -0.0149
C 1.887444 -2.892541 -1.899684 -0.0708 -0.0904 -0.0569
H 1.576765 -3.879366 -2.198961 -0.0089 -0.0411 -0.0237
H 3.912635 -3.453469 -1.544429 0.0523 -0.0712 0.0041
H 4.602285 -1.202340 -0.761513 0.1053 -0.0081 0.0457
C 2.978588 0.935361 -0.489191 -0.2788 1.1536 0.4442
N 2.045456 1.835693 -0.184830 -0.0662 -0.4038 -0.2570
N 2.740763 2.795088 0.377610 0.0586 -0.5509 -0.3604
N 4.024245 2.530328 0.427734 0.3000 1.1116 0.5958
N 4.197625 1.378060 -0.109129 0.2161 -0.7373 -0.3197
H 2.276949 3.594844 0.792820 0.1026 -0.0239 0.0739
H 0.653032 0.233022 -1.462224 -0.1368 0.0586 0.0365
H -0.878952 -1.172913 -2.433381 -0.0112 -0.1960 0.0311
H -2.793166 -2.548479 -3.267112 -0.0263 -0.0475 -0.0149
H -3.148375 -3.847607 -2.117018 0.0997 -0.0019 -0.0788
H -2.742364 -0.885941 -1.410117 -0.0615 0.0133 -0.0073
H -4.275682 -1.744887 -1.446503 0.0392 0.0577 -0.0010
H -3.609073 -3.177925 0.411155 0.1381 0.0567 -0.0253
H -1.957053 -2.540077 0.392052 -0.0774 -0.0034 0.0562
H -0.927543 -0.679549 0.270841 0.0337 -0.1084 -0.0949
H 0.166602 1.435190 0.779111 -0.0365 -0.0162 0.0062
H -0.706773 5.328713 3.260522 0.0023 -0.0225 -0.0186
H -1.591109 4.029436 4.083813 -0.0934 -0.0266 0.0817
H -2.303524 4.827896 2.676333 -0.1271 0.0104 0.0160

---

(4)
17
Properties=species:S:1:pos:R:3:forces:R:3 method="wB97M-V/def2-TZVPD" e_tot_ha=-251.71395 de_lowest_ev=4.043 smiles="C[C@@H]1C=N1.[H][H].C=C" lumo_ev=1.2 homo_lumo_gap_ev=11.02
C -1.986764 1.189157 -0.550402 -0.0649 -0.1132 -0.0826
C -2.269861 -0.094572 -0.742727 -0.0104 0.1807 -0.0350
N 0.618897 -1.147314 -0.712710 0.3180 -0.3406 0.2912
C 1.283631 -1.637541 0.230316 -0.1514 0.0523 -0.3378
C 1.225902 -0.191880 0.300681 0.0510 0.2907 0.1484
C 2.331268 0.711811 -0.180808 0.0552 -0.0086 -0.0378
H -1.505157 -0.464099 1.633364 0.0475 -0.1592 0.1197
H -0.975942 1.569770 -0.688476 -0.1793 -0.0722 -0.0232
H -2.743353 1.908173 -0.247420 0.0771 -0.0846 -0.0321
H -3.269899 -0.492608 -0.588344 0.0717 0.1376 -0.0335
H -1.494408 -0.796896 -1.033765 -0.2367 0.1395 -0.0090
H -1.148843 -1.035411 1.951604 -0.0651 0.0167 0.1104
H 1.592209 -2.619619 0.569049 0.0089 0.1285 -0.0085
H 0.514067 0.264733 0.990600 0.1124 -0.1025 -0.1511
H 3.028147 0.962523 0.626541 -0.0907 -0.0250 -0.0973
H 1.911213 1.646691 -0.569726 0.0825 -0.1201 0.0579
H 2.888892 0.227090 -0.987778 -0.0257 0.0799 0.1202

---

(5)
87
Properties=species:S:1:pos:R:3:forces:R:3 method="wB97M-V/def2-TZVPD" s2=0.981 e_tot_ha=-5345.26659 total_charge=+1 lumo_ev="-2.8 / -2.2" spin_multiplicity=2 homo_lumo_gap_ev="8.12 / 8.70"
Fe 0.485700 0.153513 -0.525684 -0.3532 -2.1093 -1.2491
O 1.954916 -0.526023 0.139693 0.5170 0.9451 0.6143
C 2.442213 -1.764370 0.600897 0.1541 -0.1058 -0.2700
C 1.938847 -2.846978 -0.370142 0.0521 0.1035 0.0652
C 0.464879 -3.016991 -0.232474 -0.1170 -0.0699 -0.2434
C -0.097715 -4.204327 0.209756 -0.0242 -0.0482 -0.0652
C -1.473629 -4.316130 0.283689 -0.0075 -0.0470 0.0353
C -2.255919 -3.235979 -0.081697 -0.0032 -0.0346 -0.1051
C -1.635178 -2.075713 -0.510026 0.1512 -0.1556 -0.1822
C -2.396551 -0.866070 -0.914955 -0.0681 0.0614 0.0468
C -2.306381 0.204260 0.188112 -0.0257 -0.0133 -0.2380
O -0.946909 0.421786 0.491322 -0.3679 0.9763 0.3762
C -2.921323 1.519989 -0.301181 0.3305 0.0876 0.0170
C -2.696863 2.659471 0.472715 0.0031 0.0192 -0.0202
C -3.169006 3.896898 0.068708 0.0322 -0.0082 -0.0401
C -3.878136 4.021045 -1.123771 0.0127 0.0073 0.0298
C -4.115727 2.895794 -1.893364 -0.0203 -0.0232 -0.0028
C -3.635358 1.652738 -1.484863 -0.1586 0.0255 0.1097
C -3.029825 -0.293389 1.437117 0.0424 0.0590 0.0432
C -4.395418 -0.084936 1.605431 0.0058 -0.0472 0.0237
C -5.050018 -0.594869 2.718542 -0.0025 -0.0119 -0.0324
C -4.346700 -1.317231 3.672531 -0.0100 -0.0265 -0.0133
C -2.985631 -1.529756 3.506528 -0.0080 -0.0091 -0.0179
C -2.332037 -1.021896 2.392779 -0.0402 0.0477 0.0129
N -0.298305 -1.972645 -0.582008 0.1920 0.9001 0.3916
C 3.972973 -1.650244 0.529355 -0.1082 0.2897 0.0101
C 4.594975 -1.570479 -0.715807 0.0459 -0.0681 0.0494
C 5.965975 -1.391252 -0.813005 -0.0186 -0.0058 -0.0129
C 6.736170 -1.267796 0.335901 0.0056 -0.0010 -0.0012
C 6.119888 -1.296057 1.575971 -0.0274 -0.0017 0.0175
C 4.745506 -1.479781 1.672687 0.0559 -0.0508 -0.0527
C 1.968461 -2.079404 2.013417 -0.0584 0.0979 0.0080
C 2.322958 -3.293306 2.601085 -0.0287 -0.0283 -0.0022
C 1.906021 -3.604906 3.883816 0.0129 -0.0146 -0.0029
C 1.128079 -2.704624 4.603224 -0.0288 0.0190 -0.0082
C 0.768449 -1.499651 4.023854 0.0421 -0.0132 -0.0089
C 1.187912 -1.188425 2.733068 0.0860 0.0057 0.0439
H 2.147940 -2.493241 -1.380191 0.0611 -0.1177 -0.0291
H 2.461190 -3.787974 -0.209255 -0.0506 -0.0363 -0.0029
H 0.545921 -5.030123 0.479741 0.0075 0.0206 0.0004
H -1.932008 -5.239756 0.613150 0.0063 0.0249 0.0361
H -3.335758 -3.281833 -0.040908 0.0102 0.0221 0.0122
H -1.914342 -0.451709 -1.799147 -0.1456 -0.0971 -0.1169
H -3.435420 -1.112172 -1.131049 0.0049 -0.0428 0.0338
H -2.146446 2.558185 1.400164 0.0090 0.0015 -0.0185
H -2.988766 4.769172 0.684615 -0.0205 -0.0063 0.0000
H -4.253455 4.986271 -1.438318 0.0009 -0.0057 0.0078
H -4.682967 2.978745 -2.812799 -0.0058 -0.0133 0.0139
H -3.861983 0.784308 -2.088227 -0.0176 -0.0208 0.0162
H -4.953872 0.482771 0.870087 -0.0015 0.0063 0.0224
H -6.112011 -0.424960 2.840780 0.0061 0.0045 0.0031
H -4.859931 -1.716174 4.537929 0.0085 0.0187 0.0036
H -2.428269 -2.098052 4.241402 0.0024 0.0135 -0.0032
H -1.271905 -1.181676 2.262061 -0.0089 -0.0284 0.0098
H 4.007338 -1.637062 -1.622547 0.0188 -0.0126 -0.0021
H 6.434357 -1.341875 -1.787969 -0.0008 -0.0239 0.0085
H 7.809346 -1.148016 0.262649 -0.0128 0.0369 -0.0040
H 6.706310 -1.169090 2.477063 -0.0004 -0.0296 -0.0065
H 4.278779 -1.490316 2.648091 0.0180 -0.0100 0.0012
H 2.950833 -3.992759 2.060130 -0.0016 0.0056 0.0098
H 2.194828 -4.548305 4.329112 0.0048 0.0049 -0.0027
H 0.812207 -2.942386 5.610836 -0.0091 -0.0079 -0.0133
H 0.157922 -0.792847 4.572510 0.0131 0.0010 -0.0052
H 0.907828 -0.243384 2.289528 -0.0199 0.0189 0.0115
C 1.064213 1.507468 -4.942661 0.1195 -0.0974 0.0459
As -0.323683 1.330842 -3.643106 -0.0676 0.2213 0.0971
C -1.896420 0.731528 -4.545527 0.0074 -0.1251 -0.0436
C -0.709428 3.067400 -2.937512 0.0723 -0.0008 0.1178
O 0.137664 0.219850 -2.475507 -0.1326 0.1859 0.1804
H 0.853936 2.346926 -5.603044 -0.0219 -0.0031 -0.0020
H 1.133654 0.587486 -5.519153 0.0068 -0.0039 -0.0128
H 2.001984 1.670194 -4.414705 0.0160 0.0276 -0.0209
H -2.047900 1.327108 -5.444841 0.0141 0.0020 -0.0031
H -2.746313 0.848766 -3.880862 -0.0271 0.0072 -0.0039
H -1.774562 -0.317460 -4.808375 0.0078 -0.0040 -0.0226
H -1.222617 3.658885 -3.694499 -0.0135 -0.0180 -0.0039
H 0.220806 3.550254 -2.650233 0.0101 0.0251 -0.0452
H -1.344681 2.949433 -2.059697 -0.0085 0.0312 -0.0193
C 1.899388 5.529441 -0.754982 -0.0617 -0.0372 -0.0299
C 2.493457 4.355185 0.029422 -0.0532 0.0638 -0.0070
C 1.810701 3.098956 -0.275251 0.0447 0.1100 0.0140
N 1.246777 2.138115 -0.531552 -0.0932 -0.7438 0.4372
H 2.448463 6.437665 -0.517309 -0.0003 -0.0058 0.0064
H 0.852163 5.681135 -0.496284 0.0107 0.0006 0.0028
H 1.969010 5.360018 -1.829135 0.0310 0.0158 0.0074
H 2.404473 4.522090 1.103670 -0.0050 -0.0460 0.0144
H 3.553957 4.230705 -0.189517 0.0028 -0.0839 -0.0210

---

(6)
11
Properties=species:S:1:pos:R:3:forces:R:3 method="wB97M-V/def2-TZVPD" e_tot_ha=-1050.90310 de_lowest_ev=0.612 smiles="CSC(=O)CCl" lumo_ev=0.6 homo_lumo_gap_ev=10.42
C -3.025091 0.357343 0.110446 1.6891 -0.0507 0.8457
C -0.165400 0.302082 0.036189 1.4407 1.5035 -0.9515
C 1.079769 -0.650915 0.092538 -0.3183 -0.2372 1.7655
H -2.719909 1.332652 0.551838 -0.0122 -1.1742 0.8493
H -3.515784 0.763374 -0.730012 -0.3586 -0.5643 -1.7471
H -3.636503 -0.369828 0.644149 -0.3819 0.9354 0.3847
H 1.040007 -1.284604 -0.763202 -0.3063 -0.4882 -0.6349
H 0.931656 -1.339282 1.010168 0.6197 1.2901 -1.3233
O -0.167324 1.517487 -0.061638 0.0678 -1.7948 0.5831
S -1.530238 -0.754259 -0.102778 -1.6314 0.4804 -0.1572
Cl 2.728662 0.045581 -0.000613 -0.8086 0.1001 0.3857